## a
7
Properties=species:S:1:pos:R:3:nbo_charge:R:1 method="wB97M-V/def2-TZVPD" lumo_energy_ev="0.625 / -0.617" total_charge=0
C -1.456 -0.557 -0.026 0.072
N 1.537 0.410 -0.017 -0.625
F -2.222 0.506 -0.094 -0.326
H -1.141 -0.883 0.946 0.147
H -1.113 -0.962 -0.959 0.144
H 1.370 0.890 -0.902 0.294
H 1.378 1.114 0.701 0.294

## b
7
Properties=species:S:1:pos:R:3:nbo_charge:R:1 method="wB97M-V/def2-TZVPD" lumo_energy_ev=1.227 total_charge=0 smiles=NCF
C 0.539 -0.393 -0.106 0.193
N -0.539 0.457 0.020 -0.865
F 1.728 0.293 0.026 -0.397
H 0.713 -1.016 -1.073 0.179
H 0.561 -1.219 0.865 0.142
H -0.568 1.092 0.791 0.379
H -0.761 1.205 -0.746 0.370

According to the calculations, the structures order from most to least stable as b, a.